1.
This record from the Open Molecules 2025 dataset describes a molecular structure, C4H2O in a non-equilibrium geometry. The level of theory is ωB97M-V/def2-TZVPD.

Structure (XYZ):
```
7
Properties=species:S:1:pos:R:3:lowdin_spin:R:1
C 1.30 0.13 0.28 0.18
C -1.19 -0.50 -0.13 0.52
C -0.04 0.06 -0.19 0.26
C 1.25 1.43 0.36 0.57
O -1.09 0.78 -0.83 0.41
H 1.80 -0.70 0.59 0.03
H -2.03 -1.20 -0.07 0.03
```

## Properties
* max |F|: 5.7 eV/Å
* Kohn-Sham gap (spin up / spin down): 7.66 / 8.07 eV
* multiplicity: 3
* DFT total energy: -228.5014 Eh
* lowest unoccupied orbital energy (spin up / spin down): 0.74 / -1.67 eV
* highest occupied orbital energy (spin up / spin down): -6.93 / -9.74 eV

=====

2.
This record from the Open Molecules 2025 dataset describes a molecular structure, C13H14AlGeN5Se3Te in a non-equilibrium geometry. The level of theory is ωB97M-V/def2-TZVPD.

Structure (XYZ):
```
38
Properties=species:S:1:pos:R:3:nbo_charge:R:1
Al 0.95 0.26 -2.19 1.34
Se 2.93 1.15 -2.96 -0.32
Se 1.79 2.73 -4.35 0.01
Te 0.07 3.60 -2.80 0.45
Se -1.16 1.33 -2.49 -0.40
N 3.19 -3.07 -0.61 -0.57
N 2.06 -2.76 -1.24 0.27
N 1.19 -3.66 -1.64 -0.18
C 0.21 -2.94 -2.16 0.22
N 0.48 -1.64 -2.06 -0.44
N 1.68 -1.53 -1.47 -0.17
H 3.42 -4.06 -0.64 0.44
H 3.93 -2.39 -0.63 0.43
H -0.68 -3.36 -2.60 0.28
Ge -1.80 1.46 0.04 1.29
C -2.19 -0.36 0.60 -0.50
C -1.16 -1.21 1.00 -0.16
C -1.46 -2.48 1.47 -0.23
C -2.78 -2.90 1.55 -0.16
C -3.81 -2.05 1.16 -0.19
C -3.52 -0.78 0.68 -0.18
C -0.18 2.32 0.72 -0.49
C 1.05 1.68 0.62 -0.22
C 2.19 2.22 1.16 -0.18
C 2.10 3.44 1.84 -0.17
C 0.89 4.09 1.94 -0.19
C -0.26 3.54 1.39 -0.14
H -3.00 2.38 -0.10 -0.09
H -0.13 -0.87 0.98 0.19
H -0.67 -3.14 1.81 0.23
H -3.01 -3.88 1.92 0.24
H -4.84 -2.37 1.24 0.25
H -4.32 -0.11 0.39 0.23
H 1.11 0.70 0.11 0.14
H 3.14 1.71 1.08 0.23
H 2.99 3.86 2.29 0.25
H 0.83 5.04 2.46 0.25
H -1.21 4.05 1.47 0.22
```

## Properties
* max |F|: 1.1 eV/Å
* total charge: +2
* Kohn-Sham gap: 7.32 eV
* multiplicity: 1
* DFT total energy: -10568.6971 Eh
* lowest unoccupied orbital energy: -7.06 eV
* highest occupied orbital energy: -14.38 eV

=====

3.
This record from the Open Molecules 2025 dataset describes a molecular structure, CHIrO2 in a non-equilibrium geometry. The level of theory is ωB97M-V/def2-TZVPD.

Structure (XYZ):
```
5
Properties=species:S:1:pos:R:3:lowdin_spin:R:1
O 0.85 -0.89 -0.48 0.07
C -0.21 -0.48 0.13 0.25
O -0.10 0.84 0.11 0.65
Ir -1.79 0.38 0.93 3.01
H 1.26 0.15 -0.68 0.01
```

## Properties
* max |F|: 6.1 eV/Å
* total charge: +2
* Kohn-Sham gap (spin up / spin down): 8.65 / 8.45 eV
* multiplicity: 5
* DFT total energy: -292.3764 Eh
* lowest unoccupied orbital energy (spin up / spin down): -14.08 / -16.23 eV
* highest occupied orbital energy (spin up / spin down): -22.73 / -24.68 eV

=====

4.
This record from the Open Molecules 2025 dataset describes a molecular structure, C8Cl5O4Os in a non-equilibrium geometry. The level of theory is ωB97M-V/def2-TZVPD.

Structure (XYZ):
```
18
Properties=species:S:1:pos:R:3:lowdin_spin:R:1
Os 0.60 0.94 -0.87 1.80
Cl 0.45 -0.19 2.76 0.19
C -0.45 -0.93 1.52 0.24
C -0.34 -0.46 0.22 0.05
C -1.09 -1.10 -0.76 0.12
Cl -0.76 -0.30 -2.33 0.04
C -1.93 -2.15 -0.59 0.18
Cl -2.79 -2.83 -1.89 0.12
C -2.03 -2.61 0.74 0.03
Cl -3.06 -3.92 1.06 0.01
C -1.30 -2.01 1.78 0.10
Cl -1.45 -2.61 3.37 0.07
O 2.92 4.06 -2.24 0.19
C 2.28 3.19 -1.82 0.15
O 1.46 2.30 -2.18 0.17
C 2.49 2.94 0.15 0.17
O 3.23 3.70 0.63 0.20
O 1.75 1.97 0.47 0.17
```

## Properties
* max |F|: 3.0 eV/Å
* total charge: +1
* Kohn-Sham gap (spin up / spin down): 7.52 / 3.55 eV
* multiplicity: 5
* DFT total energy: -2997.0073 Eh
* lowest unoccupied orbital energy (spin up / spin down): -4.58 / -8.91 eV
* highest occupied orbital energy (spin up / spin down): -12.11 / -12.46 eV